# 1
Density functional theory data (ωB97M-V with the def2-TZVPD basis set) for C19H21N4O7S3Y as an isolated structure in a non-equilibrium geometry.

The geometry in XYZ format:
```
55
Properties=species:S:1:pos:R:3:forces:R:3
Y -1.472 -0.248 -0.064 -0.09 -0.71 0.76
C 6.640 2.034 -0.439 -0.01 -0.02 0.00
C 5.269 1.473 -0.187 -0.04 0.01 0.02
C 4.132 2.258 -0.347 0.08 -0.04 -0.03
C 2.868 1.732 -0.124 -0.08 0.04 0.00
C 2.750 0.407 0.260 -0.38 0.09 0.00
C 3.867 -0.396 0.437 -0.05 -0.10 0.00
C 5.119 0.144 0.214 0.01 -0.01 -0.04
S 1.152 -0.294 0.559 1.11 -0.84 0.01
O 1.219 -1.158 1.710 0.12 0.11 0.03
O 0.213 0.854 0.755 1.10 0.62 0.39
N 0.599 -1.133 -0.668 1.31 0.24 0.16
C 0.857 -0.603 -2.014 -0.20 0.10 -0.07
C -0.438 -0.285 -2.804 0.50 -0.25 -0.47
O -0.373 -0.178 -4.011 -0.07 -0.03 0.13
O -1.517 -0.198 -2.084 0.08 0.11 -2.08
H 6.608 3.115 -0.563 0.01 0.00 0.01
H 7.070 1.602 -1.345 0.00 0.01 0.00
H 7.311 1.798 0.387 0.02 0.02 -0.01
H 4.237 3.291 -0.652 -0.02 0.01 0.02
H 1.980 2.342 -0.229 0.03 0.00 -0.01
H 3.736 -1.420 0.763 0.07 0.01 0.00
H 6.001 -0.470 0.353 -0.01 -0.01 0.02
H 1.422 -1.329 -2.600 0.01 0.05 -0.03
H 1.450 0.318 -1.990 0.02 -0.01 -0.18
C -0.911 -3.585 -3.604 0.00 0.01 0.06
N -1.703 -3.144 -2.469 0.23 0.03 -0.21
C -1.405 -3.347 -1.186 -0.28 -0.44 0.14
S -2.457 -2.738 0.028 -0.06 -0.63 -0.03
N -0.364 -4.121 -0.876 0.12 0.19 -0.08
C 0.104 -4.321 0.492 -0.11 0.01 -0.02
H -1.540 -3.547 -4.490 0.01 -0.01 0.00
H -0.589 -4.617 -3.460 -0.02 0.00 -0.04
H -0.049 -2.937 -3.782 0.03 -0.04 0.03
H -2.400 -2.437 -2.639 -0.09 0.03 0.05
H 0.315 -4.284 -1.602 -0.04 -0.03 0.00
H -0.691 -4.760 1.090 0.02 -0.04 0.00
H 0.402 -3.377 0.946 0.05 0.06 -0.01
H 0.954 -4.998 0.458 -0.02 -0.02 -0.01
O -2.269 -0.371 2.256 -0.36 0.05 0.08
C -3.060 0.462 1.802 -0.51 -0.04 0.93
N -3.437 0.440 0.500 -2.15 1.17 0.37
S -3.534 1.991 -0.013 -0.43 0.21 0.13
O -2.172 2.265 -0.455 -0.01 0.06 0.06
O -4.600 2.260 -0.917 -0.07 0.04 0.09
C -3.826 2.684 1.610 0.03 -0.39 -0.03
C -4.277 3.921 2.010 0.05 0.13 -0.20
C -4.474 4.121 3.373 0.01 -0.03 -0.02
C -4.214 3.107 4.289 0.02 -0.01 0.04
C -3.734 1.871 3.873 0.08 -0.03 -0.03
C -3.554 1.670 2.519 0.00 0.25 0.06
H -4.468 4.703 1.287 -0.05 0.01 0.04
H -4.839 5.076 3.725 0.00 0.01 -0.01
H -4.388 3.282 5.343 0.00 0.02 -0.01
H -3.521 1.078 4.578 0.01 0.01 0.00
```
Positions in Å, forces in eV/Å.

As for the HOMO energy: -8.92 eV. As for the net charge: 0. Its total energy is -73889.459 eV. As for the orbital gap: 8.87 eV. For the energy above the lowest of the compared OMol25 structures with the same formula, charge and spin, the calculation gives 16.5 kcal/mol.

Atomic partial charges in e from the natural (NBO) method, atoms 1 to 4:
1. Y 1.87
2. C -0.63
3. C 0.00
4. C -0.17



# 2
Density functional theory data (ωB97M-V with the def2-TZVPD basis set) for C19H21N5O4Re as an isolated structure in a non-equilibrium geometry.

The geometry in XYZ format:
```
50
Properties=species:S:1:pos:R:3:forces:R:3
Re -1.658 0.530 -0.118 0.24 -2.56 0.09
O -2.214 0.900 1.690 -0.06 -0.91 -0.98
N -2.377 2.034 0.882 -0.97 1.10 0.74
N -1.547 2.990 1.300 0.80 0.43 -2.19
O -1.018 3.659 0.418 -0.40 0.00 0.74
C -1.259 3.137 2.618 1.50 1.32 3.19
C -2.182 2.895 3.702 1.55 -0.39 -1.47
C -1.839 3.188 4.993 0.04 0.67 0.65
C -0.629 3.871 5.212 0.79 -0.35 -0.34
C 0.352 4.018 4.199 -0.94 0.26 0.60
C 0.055 3.668 2.903 -1.61 -0.25 0.63
H -3.073 2.381 3.487 -1.20 -0.28 -0.25
H -2.543 2.958 5.825 0.69 0.34 -0.79
H -0.353 4.252 6.186 -0.25 -0.16 0.16
H 1.302 4.495 4.437 -0.24 -0.26 -0.06
H 0.812 3.804 2.172 0.21 0.01 -0.88
O 3.189 -3.688 -1.466 -1.05 0.18 -0.41
C 3.559 -3.106 -2.708 0.82 -0.52 0.44
N 2.603 -2.099 -3.044 1.72 1.10 0.65
C 2.832 -0.792 -2.754 -1.15 0.60 -0.31
O 3.877 -0.256 -2.508 0.48 -0.14 0.11
C 1.573 0.115 -2.816 2.01 -1.67 -0.15
C 1.580 1.194 -3.655 -1.17 0.80 1.17
C 0.477 2.021 -3.691 -0.31 0.89 -0.13
C -0.531 1.816 -2.771 -0.63 -0.81 1.03
N -0.476 0.780 -1.840 0.41 0.85 -0.66
C 0.593 -0.072 -1.918 -1.88 -1.09 0.75
H 3.912 -3.939 -0.898 0.67 0.01 -0.11
H 3.587 -3.816 -3.516 -0.31 -0.69 -0.14
H 4.560 -2.700 -2.668 0.08 0.55 0.09
H 1.682 -2.392 -3.143 -1.70 -0.55 -0.35
H 2.483 1.515 -4.046 1.60 0.18 -1.49
H 0.484 2.912 -4.340 -0.28 -0.61 0.39
H -1.422 2.453 -2.699 0.53 -0.17 -0.01
H 0.534 -0.994 -1.284 0.33 1.18 -0.42
C 0.069 -1.516 2.147 0.27 -0.86 -1.22
C -0.626 -2.298 1.078 -0.40 0.94 -0.22
C -0.716 -3.732 0.877 0.64 1.23 1.48
C -1.365 -3.897 -0.298 -1.17 0.22 -0.38
C -1.752 -2.585 -0.798 1.59 0.16 1.69
C -2.302 -2.220 -2.080 -1.63 -2.73 -1.53
N -1.326 -1.619 0.106 0.21 -0.40 -0.77
H 0.840 -0.834 1.706 -0.74 -0.37 0.37
H 0.582 -2.278 2.713 0.17 0.29 0.82
H -0.707 -0.979 2.685 0.28 0.20 0.44
H -0.352 -4.382 1.702 -0.32 0.09 -1.28
H -1.741 -4.810 -0.731 0.31 -0.09 -0.16
H -3.335 -1.888 -1.940 -0.10 0.24 -0.05
H -2.423 -3.232 -2.657 0.35 2.12 0.54
H -1.776 -1.462 -2.651 0.23 -0.10 -0.02
```
Positions in Å, forces in eV/Å.

As for the HOMO energy (spin up / spin down): -15.04 / -15.21 eV. As for the net charge: +2. Its total energy is -37790.903 eV. As for the expectation value of S²: 3.8053. The spin multiplicity is 4. As for the orbital gap (spin up / spin down): 6.66 / 7.06 eV.

Atomic partial charges in e from the natural (NBO) method, atoms 1 to 4:
1. Re 1.42
2. O -0.47
3. N -0.17
4. N 0.36



# 3
Density functional theory data (ωB97M-V with the def2-TZVPD basis set) for one molecule with the formula C19H21N5O5 in a non-equilibrium geometry.

The geometry in XYZ format:
```
50
Properties=species:S:1:pos:R:3:forces:R:3
C 3.494 2.027 -1.154 -0.07 0.12 0.16
C 2.933 2.988 -0.111 0.67 -0.19 -0.16
N 1.493 3.004 -0.148 -0.42 0.14 0.08
C 0.685 3.918 -0.712 0.16 -0.10 0.12
N -0.593 3.615 -0.632 -0.65 -0.04 -0.03
C -0.624 2.428 0.012 1.46 0.01 0.13
C 0.664 2.017 0.332 -0.82 0.05 -0.15
C 0.921 0.798 1.026 -0.07 0.41 -0.13
O 1.997 0.329 1.353 0.18 0.08 0.11
N -0.268 0.130 1.329 0.18 -0.35 0.11
C -0.081 -1.150 1.985 0.12 -0.11 0.06
C 0.926 -1.969 1.190 -0.40 0.16 -0.28
O 0.957 -1.999 -0.019 -0.03 0.05 0.06
O 1.708 -2.667 1.990 0.06 -0.22 0.44
C 2.801 -3.407 1.417 0.55 -0.21 -0.10
C 3.883 -3.513 2.476 -0.43 0.06 -0.20
C 2.315 -4.805 0.969 -0.02 0.56 -0.11
N 1.537 -4.766 -0.128 -0.35 -0.14 -0.47
O 2.625 -5.823 1.541 0.19 -0.31 0.31
C -1.570 0.496 0.995 -0.08 0.15 0.04
O -2.516 -0.199 1.295 -0.29 -0.19 0.01
N -1.720 1.697 0.346 -0.13 -0.01 0.18
C -3.047 2.127 -0.082 -0.24 -0.05 -0.09
C -3.311 1.674 -1.494 -0.06 0.06 0.03
C -2.991 2.498 -2.565 -0.06 0.02 0.01
C -3.201 2.065 -3.862 0.02 0.03 -0.09
C -3.726 0.806 -4.098 0.01 -0.02 -0.08
C -4.038 -0.023 -3.033 -0.03 -0.07 -0.02
C -3.830 0.408 -1.735 -0.03 0.01 0.02
H 3.146 2.294 -2.150 0.00 0.03 -0.09
H 3.176 1.012 -0.927 0.00 -0.09 0.00
H 4.579 2.061 -1.138 0.13 -0.03 -0.02
H 3.286 4.007 -0.291 -0.08 -0.08 0.09
H 3.245 2.665 0.885 -0.04 0.17 -0.09
H 1.050 4.813 -1.175 0.23 0.17 -0.08
H 0.292 -1.014 3.003 -0.08 -0.03 -0.14
H -1.049 -1.658 2.002 0.22 0.04 0.01
H 3.155 -2.859 0.533 -0.10 -0.07 0.18
H 4.754 -4.006 2.054 0.07 -0.06 0.00
H 4.155 -2.521 2.826 0.04 0.10 -0.01
H 3.516 -4.106 3.308 0.04 -0.06 0.06
H 1.137 -5.625 -0.470 0.06 0.01 0.09
H 1.260 -3.887 -0.542 0.07 -0.04 0.10
H -3.766 1.683 0.609 0.12 0.17 -0.07
H -3.066 3.216 -0.016 -0.06 -0.11 0.05
H -2.569 3.474 -2.374 0.02 0.09 0.01
H -2.952 2.711 -4.692 0.01 0.05 -0.07
H -3.891 0.469 -5.111 -0.01 -0.03 -0.08
H -4.444 -1.007 -3.214 -0.04 -0.08 -0.01
H -4.064 -0.236 -0.901 -0.03 -0.06 0.10
```
Positions in Å, forces in eV/Å.

As for the HOMO energy: -8.69 eV. As for the net charge: 0. Its total energy is -37734.873 eV. The SMILES is CCn1cnc2c1c(=O)n(CC(=O)O[C@@H](C)C(N)=O)c(=O)n2Cc1ccccc1. As for the orbital gap: 9.29 eV. For the energy above the lowest of the compared OMol25 structures with the same formula, charge and spin, the calculation gives 0.0 kcal/mol.

Atomic partial charges in e from the natural (NBO) method, atoms 1 to 4:
1. C -0.62
2. C -0.21
3. N -0.30
4. C 0.23